#a
Molecular formula: C5H4N2S
Method: DFT, ωB97M-V with the def2-TZVPD basis set

Output
Highest occupied orbital energy (eV): -9.185
LUMO level (eV): 0.22
SMILES string: C#C[C@@H](C#N)SN=C

Cartesian coordinates (Å):
S: 0.58289 -0.64718 1.07075
N: 1.21545 -0.23051 -0.40982
N: -1.81868 -2.51372 -0.60821
C: -1.16790 1.08160 0.14643
C: -1.19339 2.27738 -0.20376
C: -1.71331 -1.31701 -0.21676
C: 2.47776 -0.40829 -0.51251
C: -1.26010 -0.25841 0.74104
H: 2.97407 -0.02137 -1.45836
H: -1.79865 -0.18202 1.75778
H: -1.31180 3.17469 -0.77431
H: 3.01366 -0.95515 0.46772

#b
Molecular formula: C5H4N2S
Method: DFT, ωB97M-V with the def2-TZVPD basis set

Output
Highest occupied orbital energy (eV): -8.683
LUMO level (eV): -0.04
SMILES string: N#Cc1c[nH]cc1S

Cartesian coordinates (Å):
S: -1.78871 -1.45566 0.11016
N: 3.09754 -1.29561 -0.01771
N: -0.10144 2.24396 -0.00843
C: 0.98098 1.37672 0.10928
C: -0.77918 0.04296 -0.22794
C: -1.21251 1.38925 -0.18926
C: 0.63503 0.03489 0.00587
C: 1.80800 -0.92284 -0.02828
H: -2.19384 1.91872 -0.01855
H: -0.21422 3.33063 0.55116
H: -0.59986 -1.98653 -0.40407
H: 2.06054 1.86336 0.27394

Energy ordering: #b at the bottom, the next structure 25.0 kcal/mol above.

#a
Molecular formula: C2HNO3S
Method: DFT, ωB97M-V with the def2-TZVPD basis set

Output
Highest occupied orbital energy (eV): -9.379
LUMO level (eV): 0.19
SMILES string: O=C=NS.O=C=O

Cartesian coordinates (Å):
S: 1.09428 1.71566 -0.41847
O: -1.17910 -0.75718 1.64172
O: 1.04865 -1.15266 1.11238
O: -0.86805 -1.05537 -2.18486
N: -0.08197 0.50161 -0.71259
C: -0.39739 -0.19136 -1.63160
C: -0.07832 -0.95912 1.37982
H: 0.46190 1.89841 0.81361

#b
Molecular formula: C2HNO3S
Method: DFT, ωB97M-V with the def2-TZVPD basis set

Output
Highest occupied orbital energy (alpha / beta) (eV): -9.577 / -9.566
LUMO level (alpha / beta) (eV): -1.78 / -1.81
SMILES string: O=c1[nH]c1=O.O=S

Cartesian coordinates (Å):
S: -3.11475 -0.52535 0.05835
O: -0.16200 -1.66338 -0.40351
O: 2.90961 0.39591 0.14889
O: -2.30724 0.57375 -0.51985
N: 0.49399 0.56628 0.33907
C: 0.55596 -0.74892 -0.15174
C: 1.78077 -0.00461 0.06700
H: -0.15636 1.40632 0.46178

#c
Molecular formula: C2HNO3S
Method: DFT, ωB97M-V with the def2-TZVPD basis set

Output
Highest occupied orbital energy (alpha / beta) (eV): -8.853 / -8.862
LUMO level (alpha / beta) (eV): -1.16 / -1.17
SMILES string: O=c1[nH]c1=O.O=S

Cartesian coordinates (Å):
S: -4.08359 0.15730 0.41193
O: -1.98822 -1.26901 1.22836
O: -3.32494 0.86088 -0.62328
O: 1.29344 -2.33048 0.17208
N: -0.49678 -0.78556 -0.55842
C: 0.19889 -1.91206 0.10002
C: -1.06556 -1.34926 0.50067
H: -0.53870 0.10510 -0.97330

Energy ordering: #a at the bottom, the next structure 80.3 kcal/mol above.

#a
Molecular formula: C2H5N3O2S
Method: DFT, ωB97M-V with the def2-TZVPD basis set

Output
Highest occupied orbital energy (eV): -9.165
LUMO level (eV): 0.40
SMILES string: [H]/N=[N+](\[O-])O/C(S)=N\C

Cartesian coordinates (Å):
S: -2.56481 -1.04396 -0.49276
O: 1.83146 -1.94303 -1.69241
O: -0.01543 -1.47490 -0.44906
N: 0.93762 0.12733 -1.51072
N: 1.12736 -1.05377 -1.32625
N: -0.88996 0.43181 0.73815
C: 0.17782 1.08810 1.45410
C: -0.91091 -0.51840 -0.06342
H: 0.57337 0.50877 2.32676
H: 1.76451 0.48839 -2.03465
H: -3.07803 0.04945 0.13136
H: -0.22080 2.04475 1.93464
H: 1.26780 1.29546 0.98426

#b
Molecular formula: C2H5N3O2S
Method: DFT, ωB97M-V with the def2-TZVPD basis set

Output
Highest occupied orbital energy (eV): -8.462
LUMO level (eV): 0.35
SMILES string: ONC1=NSCON1

Cartesian coordinates (Å):
S: -1.44135 -1.26369 -0.13274
O: -1.24106 1.33270 -0.41056
O: 2.81740 -0.73251 0.10073
N: 0.08145 1.50645 0.00367
N: 0.25566 -0.87619 -0.05742
N: 2.13004 0.45850 0.26545
C: 0.72799 0.32343 -0.04150
C: -1.94520 0.39502 0.52937
H: 2.10650 -1.30692 -0.61775
H: 2.68823 1.06857 -0.44850
H: 0.47337 2.29797 -0.79854
H: -3.17453 0.79411 0.45235
H: -1.60948 0.63172 1.60582

Energy ordering: #a at the bottom, the next structure 16.4 kcal/mol above.

#a
Molecular formula: C4H8N3
Method: DFT, ωB97M-V with the def2-TZVPD basis set

Output
Net charge: +1
Highest occupied orbital energy (alpha / beta) (eV): -10.861 / -15.435
LUMO level (alpha / beta) (eV): -3.16 / -8.06
Multiplicity: 3
Expectation value of S²: 2.02

Cartesian coordinates (Å):
N: 0.48627 0.68357 1.38714
N: -0.77547 0.22246 -0.82783
N: 0.74509 -0.98895 0.30669
C: -0.05061 0.17078 0.18085
C: -1.59155 1.26904 -1.25251
C: 0.79582 -1.97240 -0.49997
C: 1.35631 -0.42786 1.57101
H: 1.42280 -2.86813 -0.18202
H: -2.68321 0.92957 -0.88664
H: 2.44236 -0.31174 1.34464
H: 1.25970 -0.94071 2.45225
H: -1.60526 1.21328 -2.41969
H: -1.39161 2.26431 -0.77776
H: 0.14575 -2.14550 -1.42906
H: -0.05187 1.24469 2.11242

#b
Molecular formula: C4H8N3
Method: DFT, ωB97M-V with the def2-TZVPD basis set

Output
Net charge: +1
Highest occupied orbital energy (alpha / beta) (eV): -12.183 / -13.910
LUMO level (alpha / beta) (eV): -4.02 / -6.72
Multiplicity: 3
Expectation value of S²: 2.04

Cartesian coordinates (Å):
N: 0.00570 0.47259 0.36846
N: 0.78657 2.41746 -0.86742
N: 0.14854 -0.51534 1.08321
C: -0.81926 -1.01489 1.89175
C: -0.06340 -0.08944 -2.47842
C: 0.45054 1.27655 -0.40145
C: -0.26636 -2.07369 2.60029
H: -1.81838 -0.88641 1.67207
H: 0.70677 -2.33427 2.64602
H: 1.10978 3.30083 -0.39549
H: 0.82068 0.23340 -3.05652
H: -0.19200 -1.13087 -1.99047
H: 0.97202 2.47809 -1.86168
H: -0.88888 0.55451 -2.50008
H: -0.95234 -2.68853 3.28972

Energy ordering: #a at the bottom, the next structure 28.4 kcal/mol above.

#a
Molecular formula: C4H6NS
Method: DFT, ωB97M-V with the def2-TZVPD basis set

Output
Net charge: +1
Highest occupied orbital energy (eV): -14.625
LUMO level (eV): -4.97

Cartesian coordinates (Å):
S: -2.21967 1.23329 -0.42170
N: 0.09849 -0.08868 -0.04513
C: 1.38922 2.04022 -0.72273
C: -1.16504 -0.06232 -0.03679
C: 0.82649 -1.26399 0.43538
C: 0.83541 1.04093 -0.31803
H: 2.15724 2.72208 -0.87982
H: 1.72968 -0.84432 0.98935
H: 1.18360 -1.99702 -0.23564
H: -3.26559 0.39491 -0.19481
H: 0.27605 -1.86197 1.19103
H: -1.84587 -1.31312 0.23890

#b
Molecular formula: C4H6NS
Method: DFT, ωB97M-V with the def2-TZVPD basis set

Output
Net charge: +1
Highest occupied orbital energy (alpha / beta) (eV): -14.113 / -14.218
LUMO level (alpha / beta) (eV): -7.77 / -5.66

Cartesian coordinates (Å):
S: 1.08655 -2.29266 -0.79777
N: -0.12701 -0.28752 0.37376
C: -0.15879 -0.97927 2.72749
C: -0.03024 -0.82027 1.55719
C: -0.48073 1.15536 0.36123
C: 0.44148 -0.79766 -0.72454
H: 0.39133 -0.13856 -1.56307
H: -0.41626 -1.33384 3.65469
H: 0.33649 1.77427 0.70666
H: 1.26598 -2.19780 -3.25632
H: -0.52191 1.48607 -0.73645
H: -1.22431 1.30036 1.21347

Energy ordering: #a at the bottom, the next structure 60.5 kcal/mol above.

#a
Molecular formula: C3H6O2P
Method: DFT, ωB97M-V with the def2-TZVPD basis set

Output
Net charge: -1
Highest occupied orbital energy (eV): -2.036
LUMO level (eV): 3.53

Cartesian coordinates (Å):
P: -0.23121 -0.64309 -1.52311
O: -1.27752 0.51105 -1.69478
O: -1.31851 -1.62132 1.32905
C: 0.41110 0.40920 0.52827
C: 0.97615 0.69198 -0.94357
C: -0.82035 -0.59301 0.48477
H: -0.27877 -1.95252 2.19999
H: -1.66556 -0.04417 0.19069
H: 1.41839 0.05721 0.93344
H: 0.63290 1.37872 -1.62433
H: 0.01631 1.30002 1.06090
H: 2.13706 0.50594 -0.94132

#b
Molecular formula: C3H6O2P
Method: DFT, ωB97M-V with the def2-TZVPD basis set

Output
Net charge: -1
Highest occupied orbital energy (alpha / beta) (eV): -2.766 / -2.873
LUMO level (alpha / beta) (eV): 3.78 / 3.80

Cartesian coordinates (Å):
P: 0.09543 0.42889 0.86909
O: -1.12339 1.88129 -0.88335
O: -0.96693 -0.82014 0.61001
C: 1.49764 -0.27197 0.01425
C: -2.22840 -0.35337 0.30648
C: 2.70499 0.20778 -0.17529
H: -2.90804 -0.14048 1.19627
H: 1.08684 -1.25928 -0.48069
H: -2.73086 -1.08749 -0.44927
H: 3.07183 1.15544 0.34804
H: 3.45475 -0.32315 -0.90218
H: -1.95386 0.58248 -0.45337

Energy ordering: #a at the bottom, the next structure 22.5 kcal/mol above.

#a
Molecular formula: C3H6O2P
Method: DFT, ωB97M-V with the def2-TZVPD basis set

Output
Net charge: -1
Highest occupied orbital energy (eV): -2.797
LUMO level (eV): 4.29
SMILES string: C=CP([O-])OC

Cartesian coordinates (Å):
P: 1.10081 -1.07536 -0.14008
O: 0.25318 -2.32784 0.20045
O: 0.41655 -0.40792 -1.54708
C: 0.41477 0.27133 1.01712
C: -0.99922 -0.33728 -1.56261
C: 1.05362 1.27908 1.62084
H: -1.30084 0.56036 -1.09237
H: 0.43880 2.11044 2.00560
H: -1.33446 -0.57737 -2.57875
H: 2.09880 1.50631 1.59698
H: -0.69855 0.13188 1.38302
H: -1.44346 -1.13364 -0.90311

#b
Molecular formula: C3H6O2P
Method: DFT, ωB97M-V with the def2-TZVPD basis set

Output
Net charge: -1
Highest occupied orbital energy (eV): -2.949
LUMO level (eV): 4.05
SMILES string: C=C[P@@](=C)([O-])O

Cartesian coordinates (Å):
P: 0.55455 0.34474 -0.54576
O: 2.05312 0.29454 -0.41482
O: 0.11743 -0.26050 -2.08029
C: 0.30234 -1.62544 1.44698
C: -0.17488 -0.98372 0.40327
C: -0.55539 2.28523 -0.59390
H: 0.00728 3.00192 -0.02805
H: -1.24224 -1.32940 0.28687
H: -0.39836 -2.16467 2.13247
H: 1.33825 -1.76587 1.81086
H: -0.61876 0.26989 -2.52547
H: -1.38334 1.93328 0.10783

Energy ordering: #a at the bottom, the next structure 36.2 kcal/mol above.